Entry 1:
Molecular formula: C18H51N2O14P
Method: DFT, ωB97M-V/def2-TZVPD

Geometry (Å):
C (-3.23, -1.61, -2.69)
C (-2.06, -2.07, -1.66)
C (-1.20, -3.28, -2.26)
C (0.08, -3.69, -1.40)
C (-0.16, -3.79, 0.18)
C (1.05, -3.14, 1.01)
O (1.38, -3.72, 2.07)
O (1.81, -2.00, 0.59)
C (1.23, -0.76, 1.02)
O (2.22, -0.10, 1.83)
C (2.37, 1.31, 1.55)
C (1.13, 2.23, 2.01)
O (0.29, 2.69, 0.93)
C (0.97, 3.64, 0.07)
C (-0.17, 4.23, -0.92)
O (0.81, -0.04, -0.16)
N (1.37, -0.52, -1.32)
O (2.28, 0.15, -1.68)
P (-0.34, -1.00, 2.13)
N (0.13, -0.97, 3.85)
O (-1.43, 0.31, 1.88)
H (-4.07, -1.19, -2.03)
H (-3.65, -2.53, -3.24)
H (-2.83, -0.83, -3.42)
H (-2.62, -2.46, -0.73)
H (-1.42, -1.18, -1.30)
H (-0.80, -2.91, -3.28)
H (-1.89, -4.16, -2.51)
H (0.98, -3.03, -1.67)
H (0.38, -4.74, -1.76)
H (-1.15, -3.37, 0.54)
H (-0.17, -4.90, 0.48)
H (3.26, 1.66, 2.20)
H (2.71, 1.53, 0.47)
H (1.60, 3.19, 2.47)
H (0.53, 1.76, 2.86)
H (1.75, 3.14, -0.59)
H (1.38, 4.47, 0.73)
H (-0.84, 4.98, -0.39)
H (0.36, 4.69, -1.83)
H (-0.79, 3.36, -1.31)
H (1.03, -1.47, 3.99)
H (0.29, 0.00, 4.16)
H (-2.15, 0.29, 2.55)
C (3.74, -4.50, -3.50)
O (2.64, -3.81, -2.91)
H (3.60, -5.57, -3.37)
H (3.78, -4.27, -4.57)
H (4.67, -4.19, -3.02)
H (2.79, -2.87, -3.04)
C (-3.42, 1.15, -5.49)
O (-4.00, -0.15, -5.46)
H (-3.30, 1.50, -4.46)
H (-2.44, 1.10, -5.97)
H (-4.07, 1.84, -6.03)
H (-4.10, -0.44, -6.38)
C (2.36, 6.32, 4.12)
O (1.88, 5.71, 2.93)
H (3.45, 6.31, 4.10)
H (2.01, 7.35, 4.18)
H (2.02, 5.76, 4.99)
H (0.91, 5.73, 2.98)
C (-4.41, 2.64, 1.20)
O (-3.91, 2.26, -0.07)
H (-5.43, 3.03, 1.08)
H (-4.44, 1.77, 1.87)
H (-3.78, 3.42, 1.63)
H (-3.02, 1.92, 0.07)
C (2.19, 10.30, 5.61)
O (1.94, 9.16, 6.42)
H (2.94, 10.04, 4.86)
H (1.27, 10.60, 5.11)
H (2.57, 11.11, 6.23)
H (1.28, 9.41, 7.08)
C (-4.00, -4.07, 1.92)
O (-3.70, -4.55, 0.62)
H (-3.17, -3.46, 2.28)
H (-4.90, -3.45, 1.89)
H (-4.16, -4.91, 2.60)
H (-4.45, -5.07, 0.33)
C (4.20, -8.72, -3.59)
O (3.91, -7.64, -4.47)
H (4.94, -8.39, -2.87)
H (3.29, -9.02, -3.07)
H (4.59, -9.56, -4.16)
H (3.25, -7.95, -5.10)

charge	0
LUMO level	-0.0111	Ha
orbital gap	7.8	eV
HOMO energy	-0.299	Eh
SMILES	CCCCCC(=O)O[C@@](OCCOCC)(ON=O)P(N)O.CO.CO.CO.CO.CO.CO.CO

Atom charges from the Löwdin analysis, given in e for atoms 1 to 6: -0.1158, -0.2553, -0.2079, -0.1929, -0.0862, -0.3961


Entry 2:
Molecular formula: C2H2NOP
Method: DFT, ωB97M-V/def2-TZVPD

Geometry (Å):
C (0.93, -2.33, -0.38)
C (-1.03, 1.28, 0.23)
N (0.54, -1.37, -0.88)
O (-2.03, 0.77, -0.10)
P (0.47, 1.82, 0.32)
H (1.27, -3.13, 0.14)
H (-0.14, 2.96, 0.66)

ΔE to the lowest compared entry with this formula, charge and spin	1.187	eV
charge	0
LUMO level	0.0278	Ha
orbital gap	9.6	eV
HOMO energy	-0.326	Eh
SMILES	O=C=P.C#N

Atom charges from the Löwdin analysis, given in e for atoms 1 to 6: -0.0446, -0.7305, 0.0742, 0.0635, 0.7865, 0.0219


Entry 3:
Molecular formula: C4H10N3O3S
Method: DFT, ωB97M-V/def2-TZVPD

Geometry (Å):
C (-0.49, -0.74, 1.74)
C (0.39, -1.76, 2.35)
C (-1.42, 1.78, -2.21)
C (-0.24, 1.07, -1.81)
N (1.47, -1.92, 1.35)
N (-0.21, -0.22, 0.60)
N (0.88, 1.61, -1.49)
O (-1.65, -0.34, 2.29)
O (2.11, -0.07, -0.17)
O (0.70, -1.90, -1.04)
S (1.08, -1.06, 0.05)
H (0.69, -1.58, 3.41)
H (-0.20, -2.77, 2.63)
H (-2.20, 1.86, -1.38)
H (-2.07, 1.30, -3.08)
H (-1.30, 2.80, -2.34)
H (-0.17, 0.04, -1.84)
H (2.33, -2.02, 1.78)
H (-2.31, 0.14, 1.78)
H (0.96, 2.64, -1.62)
H (1.63, 1.15, -1.00)

ΔE to the lowest compared entry with this formula, charge and spin	0.594	eV
charge	+1
LUMO level	-0.1437	Ha
orbital gap	10.2	eV
HOMO energy	-0.520	Eh

Atom charges from the Löwdin analysis, given in e for atoms 1 to 6: -0.4051, -0.0933, -0.0209, -0.1438, -0.0786, 0.0306


Entry 4:
Molecular formula: C31H28BrINP2Pt
Method: DFT, ωB97M-V/def2-TZVPD

Geometry (Å):
Pt (0.07, -0.07, -0.47)
C (-1.37, 2.05, 1.63)
P (-1.96, 0.83, 0.39)
C (-3.49, 1.49, -0.29)
C (-4.30, 2.37, 0.42)
C (-5.50, 2.81, -0.13)
C (-5.89, 2.40, -1.40)
C (-5.07, 1.54, -2.12)
C (-3.88, 1.09, -1.57)
C (-2.67, -0.71, 1.70)
C (-3.54, -0.09, 2.71)
C (-3.13, 0.15, 4.01)
C (-1.88, -0.26, 4.49)
C (-1.09, -1.02, 3.61)
C (-1.46, -1.29, 2.32)
C (0.13, 2.10, 1.62)
C (1.01, 2.94, 2.25)
C (2.32, 2.54, 1.87)
C (2.17, 1.47, 1.01)
C (3.18, 0.61, 0.31)
P (2.29, -0.54, -0.84)
C (2.89, 0.02, -2.47)
C (2.06, 0.82, -3.24)
C (2.54, 1.39, -4.42)
C (3.84, 1.15, -4.83)
C (4.67, 0.34, -4.07)
C (4.20, -0.22, -2.89)
C (3.04, -2.17, -0.56)
C (3.29, -3.05, -1.60)
C (3.78, -4.32, -1.33)
C (4.00, -4.73, -0.02)
C (3.69, -3.87, 1.02)
C (3.19, -2.60, 0.76)
N (0.84, 1.21, 0.87)
H (-1.77, 1.75, 2.59)
H (-1.77, 3.03, 1.38)
H (-4.02, 2.68, 1.42)
H (-6.13, 3.49, 0.43)
H (-6.82, 2.76, -1.82)
H (-5.37, 1.21, -3.11)
H (-3.24, 0.41, -2.13)
H (-4.53, 0.22, 2.40)
H (-3.81, 0.66, 4.68)
H (-1.58, -0.06, 5.51)
H (-0.15, -1.43, 3.98)
H (-0.87, -1.97, 1.72)
H (0.75, 3.75, 2.93)
H (3.26, 2.99, 2.17)
H (3.77, 0.02, 1.02)
H (3.88, 1.20, -0.28)
H (1.05, 0.99, -2.92)
H (1.89, 2.01, -5.02)
H (4.21, 1.59, -5.75)
H (5.69, 0.15, -4.39)
H (4.86, -0.84, -2.29)
H (3.10, -2.75, -2.62)
H (3.99, -5.01, -2.15)
H (4.40, -5.71, 0.18)
H (3.83, -4.19, 2.05)
H (2.90, -1.95, 1.58)
I (-5.44, -1.70, 0.46)
C (-3.29, -1.71, 0.71)
H (-3.09, -2.72, 1.05)
H (-2.91, -1.61, -0.31)
Br (-0.77, -1.62, -2.20)

ΔE to the lowest compared entry with this formula, charge and spin	1.700	eV
charge	-1
LUMO level	0.0875	Ha
orbital gap	4.9	eV
HOMO energy	-0.092	Eh

Atom charges from the Löwdin analysis, given in e for atoms 1 to 6: 0.4555, -0.2644, 0.9349, -0.3953, -0.1043, -0.0961


Entry 5:
Molecular formula: C3H10NOS
Method: DFT, ωB97M-V/def2-TZVPD

Geometry (Å):
C (-1.51, -0.34, 1.78)
S (-2.69, -0.69, 0.31)
C (-1.55, -0.19, -1.02)
H (-2.04, -0.93, 2.53)
H (-1.52, 0.74, 1.92)
H (-0.53, -0.71, 1.48)
H (-0.94, 0.67, -0.69)
H (-0.90, -1.03, -1.14)
H (-1.96, 0.15, -1.96)
N (1.98, 0.92, -1.23)
C (1.89, -0.19, -0.22)
O (1.57, 0.13, 1.06)
H (1.34, 1.64, -0.86)
H (2.81, 1.45, -0.92)
H (1.18, -0.89, -0.68)
H (2.88, -0.73, -0.36)

ΔE to the lowest compared entry with this formula, charge and spin	2.125	eV
charge	0
spin multiplicity	2
LUMO level (alpha / beta)	0.0339 / -0.0905	Ha
orbital gap (alpha / beta)	9.3 / 5.9	eV
HOMO energy (alpha / beta)	-0.308 / -0.308	Eh
expectation value of S²	0.7556

Atom charges from the Löwdin analysis, given in e for atoms 1 to 6: -0.3382, 0.6871, -0.4580, 0.0178, 0.0276, -0.0022


Entry 6:
Molecular formula: C29H37IN2P2PtSi
Method: DFT, ωB97M-V/def2-TZVPD

Geometry (Å):
Pt (0.06, -0.19, -0.05)
C (2.34, -2.78, -1.90)
C (2.94, -1.60, -1.21)
C (4.29, -1.37, -1.22)
C (4.83, -0.31, -0.47)
C (4.02, 0.51, 0.27)
C (2.63, 0.27, 0.23)
N (2.13, -0.76, -0.50)
N (1.62, 0.98, 0.78)
Si (1.84, 2.15, 2.12)
C (2.70, 3.66, 1.43)
C (2.86, 1.35, 3.45)
C (0.17, 2.66, 2.77)
H (2.76, -3.70, -1.49)
H (2.55, -2.76, -2.96)
H (1.26, -2.81, -1.76)
H (4.94, -2.04, -1.77)
H (5.90, -0.15, -0.47)
H (4.41, 1.33, 0.84)
H (3.59, 3.44, 0.84)
H (3.02, 4.30, 2.25)
H (2.03, 4.26, 0.81)
H (3.87, 1.08, 3.12)
H (2.39, 0.44, 3.84)
H (2.98, 2.04, 4.29)
H (-0.27, 3.45, 2.17)
H (0.30, 3.06, 3.78)
H (-0.54, 1.84, 2.83)
I (0.30, -1.87, 1.99)
C (-1.50, -1.15, 2.78)
C (-1.96, -1.70, 3.93)
C (-3.14, -1.18, 4.51)
C (-3.78, -0.15, 3.90)
C (-3.30, 0.43, 2.70)
C (-3.98, 1.53, 2.12)
C (-3.50, 2.11, 0.99)
C (-2.34, 1.60, 0.37)
C (-1.64, 0.53, 0.87)
C (-2.12, -0.08, 2.08)
H (-1.43, -2.51, 4.42)
H (-3.52, -1.61, 5.43)
H (-4.69, 0.27, 4.33)
H (-4.87, 1.91, 2.61)
H (-4.00, 2.96, 0.55)
H (-2.01, 2.09, -0.52)
C (-3.08, -1.02, -1.51)
P (-1.35, -1.50, -1.36)
C (-1.45, -3.24, -0.91)
C (-0.63, -1.34, -3.01)
C (-0.82, -2.29, -4.01)
C (-0.20, -2.13, -5.24)
C (0.60, -1.03, -5.49)
C (0.77, -0.06, -4.51)
C (0.16, -0.21, -3.27)
P (0.28, 1.07, -1.99)
C (-0.91, 2.33, -2.52)
C (1.85, 1.93, -2.16)
H (-3.56, -1.71, -2.19)
H (-3.19, -0.01, -1.90)
H (-3.56, -1.07, -0.53)
H (-2.08, -3.77, -1.63)
H (-1.93, -3.30, 0.07)
H (-0.48, -3.72, -0.85)
H (-1.42, -3.17, -3.82)
H (-0.34, -2.88, -6.01)
H (1.08, -0.91, -6.45)
H (1.40, 0.80, -4.72)
H (-0.61, 2.61, -3.53)
H (-0.86, 3.21, -1.88)
H (-1.93, 1.95, -2.56)
H (1.83, 2.50, -3.09)
H (2.69, 1.22, -2.19)
H (1.98, 2.60, -1.32)

ΔE to the lowest compared entry with this formula, charge and spin	0.559	eV
charge	+2
LUMO level	-0.2473	Ha
orbital gap	6.7	eV
HOMO energy	-0.492	Eh

Atom charges from the Löwdin analysis, given in e for atoms 1 to 6: 0.8983, -0.0035, -0.3123, -0.0211, -0.0191, -0.0151